[1]
75
Properties=species:S:1:pos:R:3:forces:R:3 method="wB97M-V/def2-TZVPD" homo_energy_ha=-0.540 homo_lumo_gap_ev=6.537 total_charge=+2 largest_force_ev_per_a=8.0 spin_multiplicity=1
Ba 3.820 1.793 -1.897 -1.14 -1.17 2.01
N 1.199 4.593 -0.145 1.74 1.24 -1.53
H 1.204 5.170 0.684 -0.47 0.38 1.57
H 0.899 5.140 -0.939 -1.06 0.10 -0.18
H 0.864 3.641 -0.096 -1.36 -1.75 0.50
H 2.184 4.500 -0.346 0.58 -0.19 0.37
N 0.003 0.242 -2.663 0.40 1.21 0.62
H 0.329 0.232 -1.707 0.10 -0.04 1.57
H 0.794 0.699 -3.094 -0.10 -0.64 -0.94
H -0.766 0.895 -2.712 -1.12 -0.03 -0.02
H -0.140 -0.729 -2.901 -0.12 -0.61 -1.03
C 1.546 1.318 0.071 -1.42 2.06 -1.72
O 1.752 0.336 -0.619 3.49 -6.19 -3.76
O 2.509 1.933 0.549 4.12 2.73 1.54
O 0.435 1.809 -0.120 -3.72 3.28 1.31
O 2.569 -2.719 -5.200 -2.24 -0.87 3.13
S 1.658 -2.874 -4.024 1.46 -0.87 -0.44
O 0.519 -1.994 -3.954 0.28 -0.14 -0.14
O 0.994 -4.358 -3.768 0.73 2.63 -0.71
C 1.918 -5.451 -3.828 0.35 -0.41 -1.98
C 1.121 -6.718 -3.818 -0.22 -1.59 1.45
C 2.638 -2.731 -2.419 -0.70 -0.56 -1.74
H 2.709 -5.317 -3.090 -0.39 -0.48 0.49
H 2.415 -5.398 -4.797 0.21 0.13 -0.09
H 0.606 -7.136 -4.683 0.18 1.13 -0.60
H 0.367 -6.715 -3.031 0.05 0.19 0.18
H 1.772 -7.555 -3.566 0.31 0.09 0.25
H 2.072 -3.290 -1.674 0.01 0.24 -0.01
H 2.716 -1.670 -2.182 0.02 -0.11 0.05
H 3.586 -3.228 -2.622 0.07 0.31 0.12
O -2.266 1.862 -2.197 -0.43 -0.28 0.15
S -3.265 2.494 -1.367 -1.82 2.19 1.90
O -3.854 3.771 -1.820 1.26 -3.18 0.91
O -4.539 1.504 -0.987 1.64 1.20 -0.54
C -4.325 0.248 -0.305 -0.87 -1.85 -1.31
C -5.373 -0.772 -0.801 -0.16 -0.44 0.51
C -2.534 2.791 0.343 -0.43 -0.59 -0.93
H -4.472 0.277 0.775 0.44 0.82 -0.02
H -3.397 -0.232 -0.617 0.54 0.58 0.41
H -6.401 -0.421 -0.710 0.12 0.23 -0.32
H -5.338 -1.640 -0.143 0.14 0.06 0.53
H -5.179 -1.273 -1.749 0.01 0.84 -0.40
H -3.352 2.996 1.033 -0.05 0.52 -0.37
H -1.817 3.600 0.207 -0.36 0.09 0.10
H -2.001 1.939 0.764 0.04 -0.22 -0.63
O 1.217 -4.089 0.285 -2.78 2.13 -0.16
S 0.225 -2.990 0.399 -0.83 -0.61 0.60
O -0.365 -2.330 -0.800 1.60 -1.20 2.31
O -1.072 -3.479 1.361 2.43 0.08 -1.07
C -2.097 -2.515 1.704 -0.36 0.43 -2.17
C -2.934 -3.056 2.770 -0.88 -0.81 1.52
C 1.023 -1.812 1.532 -0.88 0.01 -0.46
H -2.744 -2.415 0.833 0.21 0.19 -0.38
H -1.686 -1.525 1.903 0.20 -0.09 0.26
H -3.879 -2.527 2.889 0.34 0.84 0.14
H -2.382 -3.088 3.710 -0.32 -0.19 0.13
H -3.374 -4.026 2.538 0.76 -0.40 -0.13
H 1.168 -2.244 2.522 0.32 -0.57 -0.41
H 0.335 -0.987 1.715 0.18 0.24 -0.49
H 1.929 -1.513 1.004 -0.09 0.11 0.35
O 1.671 5.917 2.310 0.52 -0.39 -0.03
S 2.548 5.435 3.371 -0.20 -0.51 2.14
O 3.115 6.390 4.312 -0.85 -2.01 -1.93
O 1.686 4.323 4.276 1.56 1.31 -0.86
C 0.842 3.460 3.518 -1.67 -0.64 -0.29
C 0.439 2.162 4.286 1.20 1.79 0.41
C 3.791 4.260 2.660 -0.97 1.16 0.87
H 1.251 3.155 2.555 0.57 0.05 0.05
H -0.043 4.049 3.275 -0.21 -0.07 -0.01
H 1.273 1.952 4.956 0.28 -0.56 -0.31
H 0.282 1.379 3.544 -0.29 -0.07 0.44
H -0.352 2.363 5.010 -0.46 -0.24 -0.56
H 4.180 3.766 3.551 0.33 0.10 -0.22
H 4.514 4.880 2.131 0.09 -0.20 0.10
H 3.257 3.541 2.039 0.06 0.10 -0.06

[2]
83
Properties=species:S:1:pos:R:3:forces:R:3 method="wB97M-V/def2-TZVPD" homo_energy_ha=-0.241 homo_lumo_gap_ev=8.271 total_charge=-1 largest_force_ev_per_a=0.9 spin_multiplicity=1
C -0.127 4.388 2.420 0.01 0.06 -0.08
O -0.701 3.157 2.056 -0.09 -0.19 -0.06
C 0.204 2.198 1.470 0.37 0.12 0.12
C -0.139 1.882 0.023 -0.30 0.40 -0.03
C 0.547 2.754 -1.057 -0.23 -0.38 -0.38
C 1.600 1.950 -1.850 -0.03 0.20 0.57
C 2.920 1.797 -1.043 -0.24 0.05 -0.52
Ga 3.355 -0.014 -0.427 0.56 0.57 0.42
F 1.997 -0.430 0.693 -0.24 -0.50 0.15
S 3.125 -1.543 -2.281 -0.28 0.18 -0.24
O 4.242 -1.466 -3.201 -0.08 -0.07 -0.03
O 1.812 -1.587 -2.885 0.06 -0.16 0.10
F 3.256 -3.043 -1.620 0.07 -0.11 0.04
H 0.853 4.252 2.893 -0.08 0.00 -0.02
H -0.792 4.872 3.140 0.03 -0.05 -0.08
H -0.012 5.048 1.549 0.04 -0.03 0.06
H 0.152 1.298 2.084 -0.02 0.07 -0.06
H 1.225 2.588 1.551 -0.07 -0.12 0.01
H -1.226 2.019 -0.064 0.26 -0.06 -0.11
H 0.068 0.825 -0.167 0.06 0.07 0.06
H 1.005 3.647 -0.612 -0.07 -0.09 -0.05
H -0.232 3.096 -1.747 0.12 0.08 0.08
H 1.142 0.974 -2.053 0.12 0.12 -0.20
H 1.804 2.414 -2.820 -0.07 0.01 0.10
H 3.764 2.210 -1.606 -0.06 0.02 0.12
H 2.841 2.372 -0.111 0.15 -0.02 -0.13
H 4.771 -0.314 0.174 0.00 -0.28 0.01
C 0.437 -0.321 4.212 -0.43 0.23 -0.21
O 1.512 -0.036 4.728 0.10 0.04 0.22
N -0.777 -0.058 4.780 0.11 -0.25 0.09
N 0.302 -0.889 2.985 0.47 -0.41 -0.03
H -1.618 -0.250 4.257 -0.23 0.34 0.28
H -0.824 0.398 5.669 0.03 0.02 0.00
H 1.106 -1.036 2.390 -0.03 0.18 -0.02
H -0.606 -1.116 2.625 0.02 -0.01 -0.07
C -3.760 0.287 2.271 0.44 0.05 -0.16
O -3.434 0.099 3.441 -0.11 -0.03 -0.10
N -4.804 -0.397 1.709 -0.14 0.15 0.04
N -3.108 1.153 1.451 0.08 -0.14 0.34
H -5.082 -0.283 0.754 0.05 -0.03 -0.05
H -5.288 -1.056 2.290 0.04 -0.03 0.00
H -2.301 1.660 1.801 -0.29 -0.06 0.02
H -3.348 1.272 0.482 0.05 -0.06 0.10
C 3.603 1.860 8.161 -0.17 0.03 0.08
O 4.643 2.167 8.722 0.06 0.00 -0.01
N 2.378 2.098 8.743 0.05 -0.02 -0.05
N 3.543 1.271 6.941 -0.06 -0.01 -0.07
H 1.511 1.856 8.304 0.00 -0.01 -0.01
H 2.376 2.533 9.645 0.01 0.00 0.01
H 4.406 1.075 6.472 0.02 0.00 0.02
H 2.682 1.017 6.483 0.02 -0.11 -0.17
C -4.096 3.400 -0.899 -0.42 0.27 0.63
O -2.935 3.655 -1.135 0.25 -0.05 -0.18
N -4.639 3.598 0.353 0.06 0.11 -0.51
N -4.955 2.898 -1.841 0.02 -0.11 -0.05
H -5.595 3.404 0.582 0.03 0.00 0.03
H -4.020 3.965 1.054 -0.04 -0.11 0.01
H -4.577 2.734 -2.755 0.00 -0.01 -0.01
H -5.914 2.677 -1.656 -0.02 0.03 0.01
C -0.069 -4.963 -0.486 0.11 0.08 0.13
O -1.033 -5.663 -0.200 -0.06 -0.02 -0.01
N 0.953 -4.745 0.406 0.00 -0.04 -0.08
N 0.084 -4.343 -1.680 -0.05 0.05 0.03
H 1.743 -4.163 0.192 -0.01 0.02 0.00
H 0.880 -5.176 1.307 -0.02 0.01 0.02
H -0.625 -4.459 -2.384 0.10 -0.13 -0.08
H 0.885 -3.770 -1.879 -0.03 0.10 -0.10
C -1.900 -5.756 -5.138 -0.06 -0.06 -0.01
O -1.136 -5.219 -4.362 0.03 0.08 0.00
N -3.252 -5.795 -4.926 0.03 0.04 -0.03
N -1.466 -6.367 -6.284 -0.02 0.02 0.03
H -3.898 -6.236 -5.551 0.00 -0.02 0.00
H -3.591 -5.367 -4.085 0.01 -0.03 0.02
H -0.479 -6.351 -6.460 0.01 0.01 0.00
H -2.077 -6.816 -6.938 -0.01 0.00 0.00
C 2.247 0.221 -6.495 0.12 0.11 0.19
O 1.461 0.715 -7.291 -0.01 -0.02 -0.07
N 2.064 -0.985 -5.901 0.12 -0.19 -0.26
N 3.405 0.858 -6.121 0.03 -0.07 -0.08
H 2.697 -1.352 -5.211 -0.13 0.06 0.16
H 1.211 -1.476 -6.084 -0.05 0.05 0.07
H 3.583 1.760 -6.516 -0.02 0.02 0.02
H 4.035 0.472 -5.441 -0.04 0.02 0.05

[3]
83
Properties=species:S:1:pos:R:3:forces:R:3 method="wB97M-V/def2-TZVPD" homo_energy_ha=-0.290 homo_lumo_gap_ev=4.061 total_charge=0 largest_force_ev_per_a=5.9 spin_multiplicity=1
Zn -1.803 2.829 -1.121 0.50 -0.28 -0.23
C -0.040 -0.252 -0.144 -1.39 1.45 0.49
O -1.054 0.166 0.400 -2.93 0.75 1.57
O 0.634 -1.133 0.243 3.40 -4.19 1.16
O 0.203 0.461 -1.131 0.51 2.29 -3.07
C -3.781 1.409 -5.329 0.72 -0.99 1.65
O -3.654 1.559 -4.136 0.54 0.52 1.08
N -2.886 0.933 -6.174 3.58 -0.80 -0.87
N -4.899 1.468 -5.967 -5.42 1.38 -1.84
H -3.032 1.063 -7.165 0.65 -0.25 0.38
H -1.994 0.693 -5.767 0.07 0.16 -0.60
H -5.720 1.855 -5.523 0.23 -0.06 -0.13
H -4.931 1.302 -6.963 -0.33 0.08 0.45
C -5.903 3.570 1.036 1.60 -1.41 -1.01
O -4.907 3.854 0.446 2.64 0.94 -1.55
N -6.734 4.407 1.557 -2.69 2.10 1.63
N -6.261 2.298 1.237 -0.70 -2.23 0.28
H -7.420 3.886 2.085 -0.33 1.59 0.49
H -6.470 5.375 1.671 -0.37 -0.33 0.21
H -7.212 2.162 1.547 0.29 -0.74 -0.32
H -5.815 1.619 0.637 -0.30 0.02 0.21
C 1.826 -0.318 6.561 -0.19 3.05 -1.30
O 2.296 0.383 7.426 0.45 -0.33 2.13
N 2.465 -1.231 5.876 3.06 -3.29 -0.18
N 0.709 0.020 5.949 -3.79 1.39 -0.62
H 3.362 -1.350 6.323 0.30 -0.42 -0.68
H 2.425 -1.281 4.868 -0.08 -0.02 0.37
H 0.228 0.827 6.320 0.09 -0.19 -0.18
H 0.380 -0.337 5.063 0.15 -0.21 0.44
C 1.444 5.277 1.341 -1.63 0.51 0.68
O 0.377 4.850 1.055 -3.34 -1.37 -0.91
N 1.614 6.528 1.761 0.24 3.83 0.69
N 2.558 4.610 1.329 3.91 -1.08 -0.14
H 0.928 7.245 1.573 -0.21 -0.59 -0.04
H 2.444 6.913 2.188 0.00 -0.62 -0.12
H 2.639 3.606 1.253 -0.16 0.45 -0.43
H 3.234 5.275 0.981 1.10 -1.21 0.19
C 0.661 -6.240 -2.103 1.80 -3.62 1.32
O 0.980 -7.422 -1.886 0.36 0.58 -1.97
N 1.118 -5.364 -3.002 0.56 0.52 -1.07
N -0.178 -5.725 -1.244 -2.86 2.45 2.44
H 1.919 -5.598 -3.571 -0.21 0.19 0.25
H 0.890 -4.409 -2.767 0.40 -0.03 -0.73
H -0.548 -6.330 -0.525 0.36 0.07 -0.23
H -0.086 -4.750 -0.997 -0.40 -0.09 0.01
C 0.878 4.765 -4.625 -1.91 -0.15 4.13
O -0.069 4.410 -3.850 2.68 0.70 -1.69
N 2.134 5.049 -4.251 0.67 -0.79 1.37
N 0.665 5.126 -5.873 -1.51 0.17 -2.50
H 2.801 5.405 -4.921 -0.11 -0.02 0.56
H 2.333 4.872 -3.277 0.51 0.05 -0.35
H -0.337 5.059 -5.980 0.05 -0.22 -1.15
H 1.302 4.750 -6.561 -0.44 0.19 -0.27
C 3.586 -0.103 -4.702 0.43 -0.97 -0.36
C 4.544 -0.321 -3.514 -0.25 -0.24 -1.18
O 4.372 0.541 -2.401 -0.09 -0.14 -0.59
O 2.320 -0.775 -4.534 0.74 1.13 0.31
H 4.009 -0.568 -5.593 0.26 -0.33 0.13
H 3.546 0.942 -5.008 -0.59 0.35 0.49
H 5.539 -0.225 -3.948 0.22 0.35 0.51
H 4.429 -1.364 -3.218 0.05 -0.17 0.13
H 3.504 0.311 -2.062 -0.11 0.20 0.49
H 1.995 -0.373 -3.725 -0.78 -0.16 0.14
C -4.290 -2.161 5.960 2.62 -0.12 0.60
C -3.873 -1.949 4.512 -1.25 -0.79 -2.47
O -2.640 -2.550 4.019 -0.01 -0.36 1.92
O -4.431 -3.525 6.365 -0.37 0.50 -0.50
H -5.174 -1.627 6.308 -0.06 -0.03 -0.69
H -3.434 -1.728 6.478 0.02 0.12 0.84
H -3.865 -0.918 4.159 -0.28 0.27 0.67
H -4.651 -2.472 3.955 -0.35 0.16 -0.41
H -2.343 -2.169 3.190 -0.42 0.32 0.06
H -3.619 -3.989 6.148 0.15 -0.02 -0.07
C 4.512 -4.639 1.510 -0.22 -2.72 0.26
C 3.724 -5.638 2.415 -0.05 1.55 -0.19
O 4.281 -5.851 3.687 0.59 -0.78 0.23
O 4.317 -3.326 1.935 0.19 0.34 -0.22
H 4.187 -4.869 0.495 -0.38 0.56 -0.33
H 5.554 -4.957 1.477 0.29 0.58 0.49
H 3.531 -6.596 1.932 0.32 -0.03 0.11
H 2.770 -5.135 2.570 -0.54 -0.13 -0.22
H 4.412 -5.032 4.170 -0.14 0.24 -0.28
H 3.476 -3.076 1.546 -0.12 0.43 0.12